{
  "formula": "C28H62BCl28INO6P2",
  "method": "ωB97M-V with the def2-TZVPD basis set",
  "species": ["C", "O", "C", "C", "C", "C", "C", "C", "C", "C", "C", "P", "O", "C", "P", "O", "I", "C", "C", "N", "B", "O", "O", "C", "O", "H", "H", "H", "H", "H", "H", "H", "H", "H", "H", "H", "H", "H", "H", "H", "H", "H", "H", "H", "H", "H", "H", "H", "H", "H", "H", "H", "H", "H", "H", "H", "H", "H", "H", "C", "Cl", "Cl", "H", "H", "C", "Cl", "Cl", "H", "H", "C", "Cl", "Cl", "H", "H", "C", "Cl", "Cl", "H", "H", "C", "Cl", "Cl", "H", "H", "C", "Cl", "Cl", "H", "H", "C", "Cl", "Cl", "H", "H", "C", "Cl", "Cl", "H", "H", "C", "Cl", "Cl", "H", "H", "C", "Cl", "Cl", "H", "H", "C", "Cl", "Cl", "H", "H", "C", "Cl", "Cl", "H", "H", "C", "Cl", "Cl", "H", "H", "C", "Cl", "Cl", "H", "H"],
  "xyz": [[-4.17615, 4.99364, 0.66039], [-3.05612, 4.29524, 1.17720], [-1.83336, 4.94297, 0.82431], [-0.77121, 4.89599, 1.96035], [0.16954, 3.65431, 1.77933], [-0.16170, 2.44647, 2.73200], [1.17963, 1.75757, 3.18397], [1.69332, 0.90458, 1.97428], [1.77352, -0.63961, 2.26831], [1.90278, -1.33806, 0.84972], [2.19402, -2.86392, 0.93336], [1.77073, -3.75556, -0.72325], [3.38508, -4.37499, -1.01781], [3.82039, -3.84906, -2.25160], [5.68592, -3.70289, -1.88116], [6.10200, -5.08046, -0.98228], [6.93042, -3.94764, -4.01638], [3.10075, -2.48144, -2.66957], [4.06262, -1.27670, -2.91483], [4.60592, -0.69278, -1.65474], [2.18529, -2.50871, -4.00502], [2.53939, -3.14144, -5.22974], [0.94244, -1.81842, -3.93243], [-0.14728, -2.75164, -3.90105], [2.10109, -2.31342, -1.65835], [-4.54320, 5.66204, 1.47436], [-3.93331, 5.58878, -0.24366], [-5.00010, 4.31030, 0.37129], [-1.44215, 4.49880, -0.12165], [-2.07499, 6.01788, 0.64684], [-1.30100, 4.88706, 2.93471], [-0.14869, 5.81418, 1.91145], [1.23752, 3.94971, 1.87406], [0.04542, 3.31571, 0.72863], [-0.75598, 2.74682, 3.61507], [-0.73894, 1.72763, 2.11249], [1.07421, 1.20240, 4.13283], [1.90411, 2.58656, 3.36301], [0.96600, 1.00000, 1.14539], [2.66774, 1.22973, 1.56673], [2.64962, -0.90854, 2.88860], [0.81270, -1.00001, 2.70129], [2.75997, -0.83383, 0.35832], [0.94531, -1.11111, 0.33206], [1.52174, -3.27468, 1.72334], [3.24184, -3.11493, 1.19080], [0.35318, -3.40904, -0.68901], [1.38227, -4.91514, 0.04919], [1.40015, -4.57607, -1.88222], [3.73541, -4.60758, -3.06609], [5.40922, -5.75078, -1.06992], [4.91973, -1.61843, -3.53509], [3.55493, -0.45128, -3.47145], [3.91705, -0.04119, -1.28239], [5.36802, -0.08509, -1.95984], [2.69677, -2.41761, -5.84206], [0.13277, -3.67199, -3.33796], [-0.40987, -2.98450, -4.95831], [-0.98943, -2.29277, -3.35518], [-3.88818, -1.56460, -1.93028], [-2.77978, -1.71345, -0.56279], [-3.51645, -2.74556, -3.19234], [-4.90333, -1.72882, -1.58272], [-3.79515, -0.56672, -2.34763], [-2.41212, -5.18709, 1.02108], [-3.00604, -6.57742, 1.95103], [-0.75385, -4.77588, 1.45577], [-2.44590, -5.43318, -0.03605], [-3.05218, -4.33474, 1.22209], [-1.82458, 5.03133, -3.27384], [-2.28444, 3.58343, -2.37023], [-1.72181, 6.44207, -2.21422], [-0.85677, 4.86661, -3.73330], [-2.56993, 5.21891, -4.03957], [0.02975, -6.67929, 4.68353], [-0.14616, -6.14074, 6.36312], [1.39270, -5.89241, 3.89227], [0.19018, -7.75389, 4.67516], [-0.87893, -6.43644, 4.13926], [2.25749, -8.06702, -1.07729], [2.07080, -7.58443, 0.61185], [3.58177, -7.20908, -1.87315], [2.47094, -9.13085, -1.10548], [1.33559, -7.85744, -1.61142], [-0.70528, 4.99648, -7.18198], [-1.16537, 3.54783, -6.28068], [-0.60319, 6.40730, -6.12087], [0.26428, 4.83213, -7.64117], [-1.45063, 5.18727, -7.94766], [-0.26933, -2.94791, 8.27066], [-0.44722, -2.41202, 9.94799], [1.10042, -2.15655, 7.48548], [-0.10910, -4.02189, 8.26085], [-1.17576, -2.70466, 7.72575], [5.27383, -10.70950, 0.27452], [5.73292, -9.35853, -0.76667], [3.74899, -11.44449, -0.24163], [6.05336, -11.46379, 0.23606], [5.16000, -10.34534, 1.29097], [-7.15819, 5.31521, -1.94347], [-7.33732, 5.86151, -0.27090], [-5.77831, 6.08839, -2.73128], [-7.00733, 4.24011, -1.94584], [-8.06081, 5.56484, -2.49179], [3.05147, -8.49497, 6.16137], [3.15230, -9.97560, 7.12552], [3.49172, -8.78676, 4.47570], [2.03363, -8.12084, 6.19993], [3.73089, -7.75855, 6.57797], [-7.67564, 8.69934, 2.09671], [-7.86046, 9.23735, 3.77077], [-6.29630, 9.47870, 1.31635], [-7.52170, 7.62504, 2.08968], [-8.57737, 8.94856, 1.54673], [2.49844, 2.85689, -2.05847], [1.41113, 3.31303, -3.38114], [1.86762, 1.48805, -1.13995], [3.46303, 2.58402, -2.47738], [2.61098, 3.70583, -1.39067], [-4.68983, 9.25771, 6.18970], [-4.48083, 9.21424, 7.94528], [-4.31511, 7.69699, 5.45306], [-5.72081, 9.51165, 5.96524], [-4.02457, 10.00882, 5.77612], [-0.29714, 9.69546, -8.11592], [-1.51995, 10.96202, -8.27088], [-0.62243, 8.34514, -9.20787], [0.67454, 10.11421, -8.35697], [-0.30027, 9.32692, -7.09468]],
  "forces_ev_per_a": [[-0.4, 0.2, 0.2], [0.2, -0.1, -0.4], [0.2, 1.0, 0.4], [0.1, -0.7, -0.7], [-0.5, 0.0, 0.3], [0.9, 0.0, -0.2], [-0.1, 0.8, -1.0], [-0.2, -1.2, 1.0], [-0.2, 0.3, -1.7], [0.8, 0.1, 1.6], [-0.6, 0.6, -0.6], [-2.0, -0.8, 1.2], [0.3, 1.7, -0.7], [1.3, -1.2, -0.7], [0.4, 0.4, 2.2], [-0.8, 1.0, -1.5], [-0.1, -0.4, -0.5], [-1.0, -0.7, -0.1], [-0.1, 0.4, 0.9], [0.1, 0.3, -0.7], [-0.8, -0.2, -0.2], [0.2, 0.7, 1.2], [1.4, -0.8, -0.2], [0.0, 0.0, -0.1], [1.5, 0.1, -0.1], [0.0, -0.1, -0.7], [-0.1, -0.3, 0.5], [0.6, 0.1, 0.4], [-0.2, 0.4, 0.8], [0.2, -0.6, -0.1], [0.4, 0.0, -0.5], [-0.5, -0.4, 0.0], [-0.6, -0.2, 0.2], [0.2, 0.1, 0.6], [0.2, 0.1, -0.5], [0.1, 0.2, 0.8], [0.0, 0.0, -0.6], [-0.4, -0.6, 0.2], [0.4, 0.1, 0.5], [-0.4, 0.0, 0.4], [-0.6, 0.2, 0.0], [0.7, 0.3, 0.2], [-0.7, -0.3, -0.1], [0.7, -0.3, -0.1], [0.4, 0.0, -0.5], [-0.5, 0.4, 0.0], [0.3, 0.6, 0.2], [0.7, -0.1, -0.1], [0.2, 0.3, -0.7], [-0.4, 0.4, 0.3], [-0.1, -0.1, 0.2], [-0.6, 0.1, 0.3], [0.0, -0.7, 0.0], [-0.1, -0.4, 0.1], [0.1, -0.2, 0.3], [-0.2, -0.1, -0.5], [-0.2, 0.5, -0.4], [-0.2, -0.1, 0.7], [0.5, -0.1, -0.5], [0.0, 0.1, 0.1], [0.0, 0.0, 0.0], [-0.3, 0.0, 0.0], [0.1, -0.1, 0.0], [0.1, -0.1, 0.0], [0.3, 0.3, -0.1], [-0.2, -0.1, 0.0], [-0.5, -0.1, 0.1], [0.1, -0.1, 0.1], [0.0, -0.1, 0.1], [0.0, -0.1, -0.1], [-0.1, -0.1, -0.2], [0.0, 0.2, -0.2], [0.0, 0.0, 0.2], [0.0, 0.0, 0.1], [0.0, 0.0, -0.5], [-0.1, -0.1, 0.2], [0.0, 0.0, 0.1], [0.0, 0.1, 0.1], [0.1, 0.1, 0.1], [0.0, -0.1, 0.0], [0.0, -0.2, 0.1], [-0.3, -0.2, -0.4], [0.1, 0.1, 0.0], [0.1, 0.2, 0.1], [0.0, -0.1, -0.2], [0.0, 0.0, -0.1], [0.0, 0.1, 0.0], [0.0, 0.0, 0.1], [0.0, 0.0, 0.1], [0.0, -0.1, -0.1], [-0.1, 0.0, 0.1], [-0.1, -0.1, -0.1], [0.1, 0.1, 0.1], [0.1, 0.1, 0.1], [0.3, 0.1, 0.1], [0.1, -0.3, 0.2], [0.0, -0.1, 0.1], [-0.1, 0.0, -0.1], [-0.1, 0.0, -0.1], [0.0, -0.1, -0.1], [-0.2, 0.0, 0.0], [0.0, 0.0, 0.0], [0.1, 0.1, 0.1], [0.1, 0.1, 0.1], [0.0, 0.2, -0.1], [0.0, 0.0, 0.1], [0.0, 0.0, 0.0], [0.0, -0.1, 0.0], [0.0, -0.1, 0.0], [0.0, -0.1, -0.1], [-0.1, 0.0, 0.1], [0.0, -0.1, -0.1], [0.1, 0.1, 0.1], [0.1, 0.1, 0.1], [0.1, -0.1, 0.2], [0.0, 0.1, -0.1], [0.1, 0.2, -0.5], [-0.1, 0.0, -0.1], [-0.1, 0.0, -0.1], [0.0, 0.1, -0.1], [0.0, 0.1, 0.0], [0.0, 0.0, -0.1], [0.0, -0.1, 0.1], [0.0, -0.1, 0.1], [0.1, 0.0, 0.1], [0.0, 0.0, 0.0], [0.1, 0.0, -0.1], [-0.1, 0.0, -0.1], [-0.1, 0.0, -0.1]],
  "homo_ha": -0.162,
  "fmax_ev_per_a": 2.4,
  "homo_lumo_gap_ev": 5.766,
  "total_charge": -1,
  "energy_ha": -15500.868317
}

{
  "formula": "CH3BrP2",
  "method": "ωB97M-V with the def2-TZVPD basis set",
  "species": ["C", "P", "P", "Br", "H", "H", "H"],
  "xyz": [[1.32201, -0.81786, -0.46595], [-1.78370, 1.44406, 0.04597], [-1.51455, -0.40649, 0.72790], [2.26052, -0.10220, 1.02932], [1.53746, -1.80989, -0.49168], [1.37881, -0.08469, -1.40013], [-3.20055, 1.77707, 0.55456]],
  "forces_ev_per_a": [[-0.1, 5.0, -0.9], [-1.2, 0.2, 0.4], [0.2, 0.2, -0.3], [-0.2, 0.0, -0.3], [0.1, -2.8, -0.6], [-0.3, -2.0, 2.2], [1.5, -0.6, -0.4]],
  "de_lowest_kj_mol": 287.3,
  "homo_ha": [-0.322, -0.304],
  "fmax_ev_per_a": 5.0,
  "homo_lumo_gap_ev": [7.605, 7.361],
  "total_charge": 0,
  "energy_ha": -3296.463384
}